{
  "formula": "C3H9N3OS",
  "method": "ωB97M-V/def2-TZVPD",
  "charge": 0,
  "multiplicity": 3,
  "e_above_lowest_kj_mol": 0.0,
  "total_energy_ev": -20605.02138,
  "mol_weight_g_mol": 135.2,
  "s2": 2.009,
  "elements": ["C", "C", "C", "N", "N", "N", "O", "S", "H", "H", "H", "H", "H", "H", "H", "H", "H"],
  "coordinates": [[3.000, 0.430, -0.376], [-0.480, 1.335, 1.009], [0.608, -1.118, 0.641], [3.591, -0.464, 0.156], [-3.325, -0.030, -1.476], [1.386, -2.140, 0.520], [2.449, 1.319, -0.855], [0.476, 0.090, 1.917], [-0.128, 2.282, 1.433], [-1.644, 1.265, 0.873], [-0.085, 1.295, -0.040], [0.040, -0.793, -0.199], [-3.139, 0.002, -2.550], [3.161, -1.389, 0.200], [-3.469, 0.896, -1.096], [-4.234, -0.459, -1.528], [1.794, -2.522, 1.372]],
  "forces_ev_per_a": [[-0.2, -0.8, 0.3], [-0.6, 0.3, -1.5], [-4.3, 4.5, 0.7], [1.1, -0.6, 0.4], [0.4, -0.6, -2.8], [4.6, -3.4, 0.3], [-0.6, 1.7, -0.8], [-0.1, -0.7, -0.7], [-0.6, -0.1, -0.1], [2.3, -0.3, 1.0], [-0.2, 0.1, 0.9], [-0.6, -0.1, -0.5], [0.1, 0.6, 2.6], [-0.1, 0.0, -0.1], [0.0, 0.3, -0.4], [-0.5, -0.3, 0.6], [-0.8, -0.5, 0.2]],
  "mulliken_charge": [0.646, -0.662, -0.517, -0.577, -0.681, -0.596, -0.424, 0.061, 0.348, 0.243, 0.203, 0.565, 0.239, 0.409, 0.228, 0.235, 0.279]
}

=====

{
  "formula": "C3H9N3OS",
  "method": "ωB97M-V/def2-TZVPD",
  "charge": 0,
  "multiplicity": 3,
  "e_above_lowest_kj_mol": 498.2,
  "total_energy_ev": -20599.85740,
  "mol_weight_g_mol": 135.2,
  "s2": 2.005,
  "elements": ["C", "C", "C", "N", "N", "N", "O", "S", "H", "H", "H", "H", "H", "H", "H", "H", "H"],
  "coordinates": [[-0.676, -0.227, 1.027], [0.961, 0.025, -0.447], [-0.418, 2.071, 0.036], [0.051, -1.214, -0.987], [0.145, 0.716, 0.471], [-1.164, -1.189, -0.232], [-1.521, -2.353, 0.207], [2.524, -0.624, 0.312], [0.112, -0.936, 1.589], [-1.561, 0.007, 1.554], [1.357, 0.599, -1.253], [0.449, 2.718, -0.285], [-1.231, 2.065, -0.740], [-0.886, 2.465, 1.010], [0.436, -2.146, -0.819], [-1.798, -0.645, -0.844], [3.220, -1.330, -0.598]],
  "forces_ev_per_a": [[1.8, -3.1, 0.0], [-4.4, -1.3, -1.6], [-0.2, -0.2, 1.7], [1.5, 1.8, -0.9], [-0.2, 3.4, -1.4], [2.1, 1.2, 1.8], [-0.9, -0.6, -0.2], [2.9, -1.6, 1.6], [-2.6, 0.8, -1.0], [-0.6, 0.7, 0.7], [-0.2, 0.6, -0.8], [-1.1, -0.7, 0.4], [0.9, -0.3, 0.4], [0.8, -0.1, -1.6], [0.1, 0.3, 0.4], [-0.4, -0.4, 0.4], [0.7, -0.3, 0.0]],
  "mulliken_charge": [-0.670, -0.269, -0.887, -0.525, 0.049, 0.467, -0.765, -0.179, 0.207, 0.424, 0.402, 0.351, 0.290, 0.315, 0.303, 0.315, 0.172]
}

=====

{
  "formula": "C3H9N3P",
  "method": "ωB97M-V/def2-TZVPD",
  "charge": 1,
  "e_above_lowest_kj_mol": 0.0,
  "total_energy_ev": -17008.91226,
  "mol_weight_g_mol": 118.1,
  "smiles": "NCN1CC=[NH+]P1",
  "elements": ["N", "C", "N", "C", "C", "N", "P", "H", "H", "H", "H", "H", "H", "H", "H", "H"],
  "coordinates": [[1.080, 0.723, 0.806], [1.343, -0.659, 0.357], [0.214, -1.107, -0.452], [-0.154, 0.060, -1.245], [-0.758, 0.933, -0.182], [-1.685, 0.235, 0.466], [-1.208, -1.525, 0.471], [1.738, 1.416, 0.470], [0.946, 0.811, 1.808], [2.242, -0.695, -0.262], [1.469, -1.338, 1.204], [-0.913, -0.199, -1.989], [0.709, 0.486, -1.753], [-0.810, 2.010, -0.233], [-2.234, 0.653, 1.207], [-1.978, -1.805, -0.673]],
  "forces_ev_per_a": [[-0.5, 0.1, 0.1], [0.2, -0.4, 0.2], [-0.3, -0.3, 0.1], [0.1, -0.1, -0.3], [-0.7, 0.0, -0.3], [0.8, 0.2, 0.5], [0.3, 0.3, -0.5], [0.1, -0.1, 0.2], [0.1, 0.1, -0.1], [-0.1, 0.1, 0.1], [0.1, 0.2, -0.1], [0.0, 0.1, 0.1], [0.0, 0.1, 0.0], [0.0, 0.1, 0.1], [0.0, 0.1, -0.1], [-0.1, -0.2, 0.0]],
  "mulliken_charge": [-0.433, -0.487, -0.181, -0.656, 0.177, -0.240, 0.059, 0.280, 0.275, 0.341, 0.344, 0.315, 0.316, 0.469, 0.301, 0.120]
}

=====

Repeat the first record exactly.
{
  "formula": "C3H9N3OS",
  "method": "ωB97M-V/def2-TZVPD",
  "charge": 0,
  "multiplicity": 3,
  "e_above_lowest_kj_mol": 0.0,
  "total_energy_ev": -20605.02138,
  "mol_weight_g_mol": 135.2,
  "s2": 2.009,
  "elements": ["C", "C", "C", "N", "N", "N", "O", "S", "H", "H", "H", "H", "H", "H", "H", "H", "H"],
  "coordinates": [[3.000, 0.430, -0.376], [-0.480, 1.335, 1.009], [0.608, -1.118, 0.641], [3.591, -0.464, 0.156], [-3.325, -0.030, -1.476], [1.386, -2.140, 0.520], [2.449, 1.319, -0.855], [0.476, 0.090, 1.917], [-0.128, 2.282, 1.433], [-1.644, 1.265, 0.873], [-0.085, 1.295, -0.040], [0.040, -0.793, -0.199], [-3.139, 0.002, -2.550], [3.161, -1.389, 0.200], [-3.469, 0.896, -1.096], [-4.234, -0.459, -1.528], [1.794, -2.522, 1.372]],
  "forces_ev_per_a": [[-0.2, -0.8, 0.3], [-0.6, 0.3, -1.5], [-4.3, 4.5, 0.7], [1.1, -0.6, 0.4], [0.4, -0.6, -2.8], [4.6, -3.4, 0.3], [-0.6, 1.7, -0.8], [-0.1, -0.7, -0.7], [-0.6, -0.1, -0.1], [2.3, -0.3, 1.0], [-0.2, 0.1, 0.9], [-0.6, -0.1, -0.5], [0.1, 0.6, 2.6], [-0.1, 0.0, -0.1], [0.0, 0.3, -0.4], [-0.5, -0.3, 0.6], [-0.8, -0.5, 0.2]],
  "mulliken_charge": [0.646, -0.662, -0.517, -0.577, -0.681, -0.596, -0.424, 0.061, 0.348, 0.243, 0.203, 0.565, 0.239, 0.409, 0.228, 0.235, 0.279]
}